Computed, not measured: a molecular structure, C24H38Br2N9OPTi, with wB97M-V/def2-TZVPD.

Properties
Maximum force   0.7 eV/A
Highest occupied orbital energy   -12.42 eV
Kohn-Sham gap   0.266 Eh
Relative energy (zero: lowest compared OMol25 entry of this formula, charge and spin)   0.908 eV

```
! RIJCOSX wB97M-V def2-TZVPD def2/J DEFGRID3
* xyz 2 1
Ti 0.7188 -0.0090 1.0631
C 1.0028 -3.9289 -0.8156
N 0.3160 -2.9029 -0.0282
C -0.6254 -3.5016 0.9132
C 1.1892 -1.9230 0.4969
N 1.7221 -0.9992 -0.3845
N 2.1543 -2.4018 1.5113
C 2.7616 -1.4851 2.3017
N 3.5088 -1.9318 3.3239
N 2.5827 -0.2030 2.0381
H 0.2731 -4.4877 -1.4015
H 1.5482 -4.6486 -0.1910
H 1.7167 -3.4611 -1.4947
H -0.1402 -4.1731 1.6366
H -1.3434 -4.0987 0.3512
H -1.1491 -2.7312 1.4709
H 2.7255 -0.8938 -0.2616
H 1.9691 -3.3009 1.9317
H 3.7002 -2.9104 3.4491
H 3.9479 -1.2884 3.9580
H 3.0728 0.4145 2.6712
Br -1.1883 -2.6214 4.9141
C -1.0043 -0.7616 4.7586
C -1.4027 0.0558 5.8403
C -1.2973 1.4134 5.7787
Br -1.8449 2.4603 7.2437
C -0.7716 2.0332 4.6109
C -0.6178 3.4206 4.4320
C -0.0937 3.9043 3.2583
C 0.2777 2.9998 2.2603
N 0.1452 1.6923 2.3853
C -0.3717 1.1991 3.5455
C -0.4955 -0.2136 3.6058
O -0.1228 -0.9320 2.5576
H -1.8000 -0.4214 6.7256
H -0.9152 4.0911 5.2270
H 0.0384 4.9636 3.0938
H 0.6960 3.3652 1.3279
C 1.1691 1.7100 -4.8779
N 2.0428 0.9562 -3.8507
C 1.9573 -0.5610 -4.1670
N 0.6083 -0.9861 -4.2138
C -0.1569 -0.2218 -5.1938
N -0.1513 1.2047 -4.8682
C -0.9025 1.5043 -3.6405
P -0.1304 0.6296 -2.2059
C 1.5919 1.2405 -2.4543
C -0.0461 -1.0648 -2.9036
H 1.6417 1.5494 -5.8463
H 1.2073 2.7651 -4.6090
H 3.0139 1.2563 -3.9554
H 2.5148 -1.0744 -3.3848
H 2.4422 -0.6841 -5.1353
H -1.1817 -0.5857 -5.2205
H 0.2905 -0.3593 -6.1787
H -1.9339 1.1800 -3.7778
H -0.9174 2.5822 -3.4652
H 2.2565 0.7336 -1.7609
H 1.6266 2.3196 -2.2913
H -1.0525 -1.4584 -3.0303
H 0.4973 -1.7086 -2.2183
C -2.5722 0.7627 1.1015
C -2.1851 0.8385 -0.3763
C -2.9129 2.0575 -0.9570
C -2.6899 -0.4384 -1.0529
C -0.6253 0.9727 -0.5679
H -3.6567 0.6738 1.1807
H -2.2834 1.6662 1.6380
H -2.1381 -0.1039 1.6011
H -3.9885 1.9644 -0.7991
H -2.7607 2.1836 -2.0296
H -2.5877 2.9740 -0.4597
H -3.7278 -0.6263 -0.7768
H -2.1013 -1.3138 -0.7608
H -2.6858 -0.3592 -2.1462
H -0.3551 2.0381 -0.4509
*
```


Computed, not measured: 7 unconnected molecules or ions with the total composition C24H38Br6N2O2, with wB97M-V/def2-TZVPD.

Properties
Maximum force   4.0 eV/A
Highest occupied orbital energy   -9.60 eV
Kohn-Sham gap   0.359 Eh
Relative energy (zero: lowest compared OMol25 entry of this formula, charge and spin)   0.000 eV
SMILES string   c1ccncc1.c1ccncc1.C1CCOC1.C1CCOC1.BrCCBr.BrCCBr.BrCCBr

```
! RIJCOSX wB97M-V def2-TZVPD def2/J DEFGRID3
* xyz 0 1
C 5.2058 -2.3121 -2.2015
C 4.1262 -1.8614 -1.4410
C 3.8208 -2.5512 -0.3032
N 4.4724 -3.7083 0.0298
C 5.5438 -4.0887 -0.6843
C 5.9650 -3.3690 -1.7958
H 5.3237 -1.8327 -3.1620
H 3.6562 -0.9264 -1.7082
H 3.0093 -2.2607 0.3477
H 6.1818 -4.8947 -0.3531
H 6.7761 -3.6761 -2.4393
C -1.3027 0.5011 0.6052
C -0.4236 1.0303 1.4381
C 0.9225 0.7615 1.2131
N 1.4083 0.1864 0.0751
C 0.4630 -0.2541 -0.8054
C -0.9600 -0.1187 -0.5571
H -2.3578 0.5737 0.8239
H -0.8139 1.4895 2.3343
H 1.6231 1.1302 1.9478
H 0.8447 -0.8745 -1.6028
H -1.6214 -0.6306 -1.2404
C -1.3261 3.1551 4.7866
C -0.9958 3.1622 6.2580
C -2.1739 2.4957 6.9561
O -3.2992 2.9127 6.1941
C -2.8279 3.1281 4.8177
H -0.8564 2.3056 4.2908
H -0.9214 4.0198 4.2606
H -0.9962 4.2077 6.5662
H 0.0388 2.8900 6.4671
H -2.1890 2.8787 7.9765
H -2.0321 1.4158 6.9993
H -3.1934 4.1278 4.5830
H -3.0760 2.3977 4.0476
C 0.8252 -0.1046 -4.7591
C 2.1254 0.1918 -5.4039
C 1.8911 0.2088 -6.8420
O 0.5274 0.6622 -6.9274
C -0.1989 0.0827 -5.8949
H 0.5888 0.4662 -3.8611
H 0.8215 -1.1423 -4.4256
H 2.8152 -0.6010 -5.1144
H 2.4602 1.1263 -4.9537
H 1.9950 -0.7737 -7.3023
H 2.5711 0.8337 -7.4210
H -0.5997 -0.8810 -6.2093
H -0.9934 0.7365 -5.5352
Br -7.1297 -2.4304 -2.3290
C -5.7521 -2.1107 -0.8793
C -4.2889 -2.4459 -1.3995
Br -3.8705 -1.3374 -2.9370
H -5.8921 -2.8142 -0.0586
H -5.8286 -1.0761 -0.5450
H -4.2380 -3.4866 -1.7195
H -3.4506 -2.4912 -0.7043
Br -3.1928 -0.8377 5.4456
C -3.6923 -2.3313 4.2629
C -4.8875 -1.9827 3.3901
Br -4.3424 -0.7029 2.0239
H -3.8824 -3.2638 4.7943
H -2.8041 -2.5405 3.6667
H -5.7529 -1.6149 3.9413
H -5.2637 -2.8976 2.9325
Br 2.4877 4.1839 0.0000
C 4.0996 3.4112 -0.9776
C 3.7026 2.1044 -1.5910
Br 5.3317 1.5346 -2.6168
H 4.8760 3.2583 -0.2279
H 4.5728 4.1760 -1.5935
H 2.7882 2.0782 -2.1837
H 3.5663 1.4011 -0.7694
*
```


Computed, not measured: a molecular structure, C24H38ClCoN6O3S, with wB97M-V/def2-TZVPD.

Properties
Maximum force   0.6 eV/A
Highest occupied orbital energy   -12.64 eV
Kohn-Sham gap   0.176 Eh
Relative energy (zero: lowest compared OMol25 entry of this formula, charge and spin)   0.000 eV

```
! RIJCOSX wB97M-V def2-TZVPD def2/J DEFGRID3
* xyz 2 1
Co -0.2913 -0.3505 -0.3391
C 0.2437 -3.2052 -0.0679
N -0.9356 -2.3031 -0.1836
C -1.7787 -2.8224 -1.2928
C -1.7327 -2.4138 1.0780
C -2.4234 -1.0992 1.3198
N -1.3913 -0.0326 1.2927
C -0.4373 -0.2371 2.4198
C -2.0480 1.2831 1.4670
H -0.0888 -4.1978 0.2415
H 0.9427 -2.8249 0.6774
H 0.7500 -3.2828 -1.0258
H -2.0136 -3.8698 -1.0946
H -1.2367 -2.7572 -2.2309
H -2.7063 -2.2608 -1.3617
H -1.0614 -2.6511 1.9000
H -2.4448 -3.2358 0.9992
H -2.9429 -1.0894 2.2809
H -3.1581 -0.8809 0.5424
H -0.9880 -0.4942 3.3276
H 0.1507 0.6560 2.5780
H 0.2622 -1.0491 2.2049
H -2.5785 1.2952 2.4210
H -2.7517 1.4542 0.6576
H -1.2989 2.0689 1.4658
N 0.1710 -1.3188 -3.6284
C 1.2703 -1.2438 -2.8423
C 2.5252 -1.6336 -3.3519
C 3.6349 -1.5731 -2.5554
C 3.5162 -1.1167 -1.2348
C 2.2795 -0.7414 -0.8042
N 1.1585 -0.8062 -1.5773
H 0.2509 -1.6799 -4.5622
H -0.7256 -1.0011 -3.3031
H 2.5877 -1.9775 -4.3755
H 4.5989 -1.8696 -2.9474
H 4.3689 -1.0335 -0.5782
H 2.1553 -0.3404 0.2009
C 5.2453 5.0808 0.2976
C 4.8902 4.0873 -0.7690
C 5.7753 3.7592 -1.7829
C 5.4367 2.8325 -2.7626
Cl 6.5691 2.4510 -4.0158
C 4.2070 2.2110 -2.7405
C 3.3038 2.5274 -1.7294
C 3.6399 3.4584 -0.7594
O 2.8071 3.8150 0.2755
C 1.4658 3.4467 0.1737
C 1.2387 1.9587 0.4498
O 1.8029 1.3570 1.3360
O 0.4028 1.4027 -0.4103
H 6.2495 5.4681 0.1421
H 5.1975 4.6229 1.2861
H 4.5456 5.9173 0.2997
H 6.7475 4.2332 -1.8145
H 3.9542 1.4804 -3.4978
H 2.3633 1.9959 -1.7035
H 1.0445 3.7066 -0.8027
H 0.9342 4.0086 0.9445
C -3.5486 1.3920 -4.1620
N -2.1944 1.8253 -3.8649
C -1.5366 2.8719 -4.6695
C -0.1304 2.9625 -4.0471
N -0.2448 2.0650 -2.8930
C -1.4157 1.4618 -2.8598
S -1.9419 0.2857 -1.6879
H -3.5704 0.8381 -5.1005
H -4.1946 2.2647 -4.2511
H -3.9254 0.7598 -3.3627
H -2.1019 3.8003 -4.5836
H -1.5135 2.5754 -5.7167
H 0.1225 3.9703 -3.7254
H 0.6472 2.6097 -4.7227
H 0.3717 2.0025 -2.0876
*
```


Calculated LUMO (Ha), listed in the same order as above: -0.19084 0.00580 -0.28875